Density functional theory data (the ωB97M-V functional and the def2-TZVPD basis) for a molecular structure, C40H68O20.

Results
- Gap between HOMO and LUMO: 0.276 Eh
- Electronic energy: -83485.1944 eV

XYZ file:
```
128
Properties=species:S:1:pos:R:3:forces:R:3
O 2.989320 1.519394 1.129582 -2.32 13.27 7.79
H -2.888236 6.542439 2.917444 -0.30 -0.42 0.05
H -2.556129 -3.175483 -0.990154 6.78 -3.87 0.54
H 3.485678 -3.774662 0.636815 0.21 -0.43 0.09
O 1.244160 4.110206 -4.335013 1.04 -0.39 2.03
H -0.743319 5.918660 2.825999 0.19 -0.32 -0.08
C -1.627235 3.320512 1.021687 0.85 1.07 -3.74
C 1.681238 3.629763 -3.296935 -1.10 1.32 -1.23
H 1.060362 3.300401 4.173213 -0.09 0.43 0.05
O -4.229967 -2.035162 0.972850 -0.52 -2.12 1.90
H -3.575635 -5.956788 -3.908585 -0.17 -0.03 -0.33
H 1.202479 1.022198 2.039239 0.56 -1.51 -0.63
C 2.363232 2.411862 1.740439 1.52 0.66 0.87
H 0.968244 2.639201 -0.983179 1.65 0.36 -0.50
C -1.278464 5.536562 1.956675 -0.62 1.78 -0.80
H -3.939638 0.996947 0.968202 0.62 -0.41 0.34
C 1.175009 3.163509 1.291129 -0.87 1.17 3.80
H 0.273316 1.844328 -0.399084 -0.01 -2.51 1.56
O 0.717740 -0.136255 4.241299 -3.09 0.59 -2.09
H 6.079383 -3.052727 0.794565 0.04 -0.24 -0.03
H -0.788307 -1.355527 -1.125068 -1.80 -4.54 -3.07
H 3.132002 2.346194 -4.035948 -0.16 -0.88 0.11
H -2.180288 3.669242 -2.873365 -0.23 -0.93 0.22
C -2.512174 6.347714 1.913068 -1.11 0.54 0.19
H 2.059240 0.584213 0.403799 -1.81 -1.30 0.25
C 4.280172 -3.964957 -0.084757 0.87 0.21 -1.09
H -2.099131 1.185254 0.492584 -0.12 4.41 -0.95
H 5.886373 -2.788302 -0.964164 0.21 -0.33 0.02
H -2.363287 -5.244235 -5.024971 -0.05 0.07 0.27
C 0.049563 0.991859 0.242260 0.96 0.42 0.48
C 0.979492 -0.737083 -4.331998 0.31 -1.22 -0.14
H -1.066077 -1.091198 -3.873053 -0.78 1.29 -0.87
O -0.580899 0.927827 -3.960000 -1.71 4.40 0.51
H 3.990416 1.295816 -0.612911 1.94 -0.88 1.64
H -4.866916 -0.494559 2.213205 -0.41 -0.69 0.15
H 1.054958 -5.233749 0.647278 0.42 0.19 -0.28
H 1.600090 1.585727 -3.183284 0.78 -0.28 -0.59
C -3.963523 -0.967138 1.827671 -0.06 1.39 0.10
H -3.257399 5.822446 1.315701 -0.21 0.50 -0.13
H -3.063238 -2.085645 -2.212654 2.39 0.74 -3.65
C -2.032014 1.868600 1.339130 -2.48 6.84 -0.43
H -2.237998 0.230043 1.108790 -1.70 -2.66 1.30
C 2.425462 2.297268 -3.207382 -0.03 2.49 1.78
H 0.529021 -4.666664 -1.012261 0.48 -0.43 0.01
H -0.702139 5.700527 1.046153 0.08 -0.04 0.03
H -2.519445 -0.413996 -1.006885 -2.62 0.09 -1.51
C 0.282307 -4.754893 0.045785 -0.72 -0.23 -0.58
O -1.482693 -3.040178 2.577062 -0.47 -2.45 -5.34
H 0.133351 4.721983 2.341266 2.40 -1.25 0.65
C 5.044696 -0.547798 -0.441865 -0.80 2.27 -1.22
H 1.925472 3.691863 -0.113975 8.34 3.60 -6.25
C -2.258390 -2.775753 -1.959521 10.82 0.75 -7.08
H -0.892718 -6.626991 0.519135 0.25 -0.07 -0.23
H 2.933181 1.406061 -1.331297 -0.17 0.69 -0.69
C -1.395292 3.262588 -3.510934 0.34 -0.98 -0.80
O -3.580905 -2.804070 -1.015785 -17.44 1.11 9.69
H -0.527641 -2.628931 -0.091607 0.06 -3.38 0.25
H 3.898281 -3.914363 -1.104406 -0.56 0.07 0.08
H -1.509580 -1.745648 5.427170 0.48 -0.06 0.44
C 0.426274 -1.552688 4.409059 0.48 -1.30 1.82
H -1.168688 1.505512 1.896764 -2.36 0.20 1.04
H 1.047379 -1.824037 -4.377317 0.67 -0.25 0.89
C -1.098262 -3.710764 1.587270 -0.11 -0.48 1.55
C -1.641451 -0.553133 3.730289 1.36 0.15 0.12
H 4.785595 -4.930483 -0.064721 -0.42 -0.25 0.62
O 5.667191 -0.379332 -1.493218 -0.27 -1.80 1.65
H 2.327787 4.641471 3.901013 0.00 -0.49 0.96
H -2.045331 -6.780434 -4.147059 0.00 0.10 -0.02
H -4.309947 0.030688 -1.028953 0.29 0.20 -0.18
H -0.739137 1.508139 0.789515 3.21 -1.63 -1.51
O -1.514116 -4.958149 1.380499 -1.98 1.76 3.66
O 4.730929 -1.663166 0.252532 0.54 0.41 -0.35
H -1.241472 -2.664901 3.917858 -0.10 0.77 1.81
H -0.223997 -0.366891 -1.413563 1.19 2.33 2.41
C -0.428465 0.345474 3.557559 1.80 1.51 0.78
C -3.772289 -1.861472 -0.229581 -1.80 0.02 -1.47
H 0.726507 -2.809341 1.096497 -0.45 -2.36 -0.89
C -3.310683 0.106756 0.959693 -3.21 -3.91 -1.47
O -2.188628 -3.820184 -2.971854 -1.24 3.13 -1.73
O 1.449862 4.206686 -2.034763 0.87 -0.56 -2.67
H -0.520363 -1.607460 -2.817194 -1.48 -4.26 2.32
C -3.481335 -0.433990 -0.494559 -0.82 -0.32 0.68
C 5.364013 -2.908092 -0.015019 0.07 0.38 -0.16
H -0.681228 4.085670 -3.483586 0.07 -0.30 -0.52
H 4.847753 1.011194 1.016039 0.21 -0.21 -0.38
C -0.713287 1.998261 -3.032444 0.00 -1.19 1.89
C 0.839865 -0.972276 1.291394 0.18 2.67 1.53
C -2.514097 -5.797596 -4.098071 0.28 -0.55 0.46
H -2.948331 1.895725 1.928809 0.60 0.48 0.32
H -0.081485 -2.831739 -1.706470 -0.21 -0.30 -0.03
C 1.207517 0.505605 1.079442 -3.92 -4.29 -0.90
H 3.317582 0.245499 0.618287 2.91 -3.28 -1.50
C 3.012617 2.413926 -1.738731 -2.19 -0.67 -2.06
O -0.293529 1.893470 -1.870696 -2.07 -0.40 -6.15
H 1.620436 5.228864 1.777506 0.94 0.02 0.34
H 1.037122 -0.596648 -5.411366 -0.94 0.95 -0.05
O -0.366446 1.408248 2.902544 2.34 -2.76 5.81
O -1.548549 4.171829 2.120351 -1.48 -2.39 -0.83
C -0.068066 -3.351006 0.583321 -0.45 -4.55 0.21
H -1.689536 -5.427974 -0.610349 0.31 0.27 4.12
C -0.555461 -0.232504 -0.383914 2.86 6.18 1.07
H -1.721834 2.972174 -4.509493 -0.24 0.92 -0.13
O -1.737517 -5.593626 -1.794485 -1.23 -1.35 -7.94
H 1.853044 -0.219064 -3.936176 0.01 -0.57 0.20
H -0.158088 -0.473748 -2.496353 0.76 2.12 -2.47
H 0.754714 -2.148236 3.557266 -0.05 0.61 1.63
O -1.282169 3.635208 -0.171010 -1.67 0.03 4.87
H 1.373076 3.443210 0.256415 -7.82 -2.75 6.88
H -2.394401 -0.130066 4.395275 0.02 0.69 -0.41
H -1.634091 -0.154141 -0.519977 2.53 0.29 1.37
O 1.138419 -1.749215 2.184691 1.86 2.28 -3.77
O -0.109576 -1.275459 0.390436 -0.25 3.34 1.75
C 1.157379 4.360723 2.246546 -1.97 -0.14 -1.40
C -2.072231 -5.075684 -2.848533 0.01 -1.29 0.20
H 0.267181 2.569210 1.394859 1.23 0.79 0.18
C -1.042590 -1.730340 4.442402 -0.97 -0.25 2.48
H -3.326279 -1.271110 2.658105 -1.28 -0.59 -0.55
H -2.276227 7.350251 1.556227 -0.13 -0.11 -0.50
C 1.740017 3.817682 3.496036 1.06 0.67 -0.45
C -0.299542 -0.376796 -3.572783 2.23 2.63 -2.83
H -2.101400 -0.828392 2.781197 1.41 0.57 0.45
O 2.666708 2.839453 3.020797 1.11 -1.78 -1.16
H 0.953635 -1.966921 5.268366 -0.06 0.62 0.36
H 4.027132 2.810104 -1.782401 -0.20 0.08 0.49
C -0.867878 -2.105492 -1.912039 -0.47 -4.10 -0.67
C 1.882398 3.221936 -1.096534 1.33 0.67 -3.85
C -1.032209 -5.581149 0.245536 2.53 0.68 2.08
C 4.252516 0.612272 0.194666 4.51 -4.96 -2.89
```
Positions in Å, forces in eV/Å.